Record 1
{"formula": "C9H10CoF6N7O5S2", "method": "ωB97M-V/def2-TZVPD", "homo_ev": [-16.840, -16.837], "charge": 2, "multiplicity": 5, "species": ["Co", "O", "C", "C", "C", "C", "C", "C", "N", "H", "H", "H", "H", "H", "H", "H", "F", "C", "F", "F", "S", "O", "O", "N", "S", "O", "O", "C", "F", "F", "F", "N", "N", "N", "C", "N", "N", "H", "H", "H"], "positions_angstrom": [[0.3622, -0.0025, -0.9429], [0.0521, -1.8547, -1.5282], [1.1576, -2.7839, -1.6338], [2.4077, -2.0113, -1.3222], [3.6586, -2.5856, -1.4324], [4.7703, -1.8138, -1.1366], [4.6034, -0.4906, -0.7409], [3.3280, 0.0134, -0.6486], [2.2475, -0.7371, -0.9325], [-0.8013, -2.2445, -1.7664], [1.1864, -3.1886, -2.6452], [1.0087, -3.5926, -0.9169], [3.7602, -3.6142, -1.7521], [5.7621, -2.2378, -1.2204], [5.4516, 0.1392, -0.5154], [3.1390, 1.0386, -0.3582], [-3.2665, 0.4102, -3.5594], [-3.7359, 1.0604, -2.5136], [-4.4786, 0.2706, -1.7659], [-4.3887, 2.1350, -2.8728], [-2.2936, 1.5785, -1.4549], [-1.5603, 0.2896, -1.2397], [-2.7641, 2.1911, -0.2645], [-1.4782, 2.4796, -2.4368], [0.0449, 2.7077, -2.4938], [0.5484, 3.1580, -3.7273], [0.8041, 1.4831, -1.9424], [0.4515, 3.9313, -1.1559], [0.0361, 3.3951, -0.0027], [-0.1751, 5.0514, -1.3919], [1.7558, 4.1000, -1.1212], [1.4547, 0.0424, 4.1501], [0.7591, 0.2680, 3.0010], [-0.4966, 0.6814, 3.0339], [-0.8282, 0.6599, 1.7625], [0.2167, 0.2467, 1.0115], [1.2322, -0.0092, 1.8413], [1.0298, 0.5734, 4.9033], [2.4413, 0.2312, 4.0162], [-1.7934, 0.9540, 1.3833]], "atomic_forces_ev_per_a": [[0.09, -0.03, 0.03], [0.00, -0.06, -0.01], [-0.01, 0.00, 0.02], [-0.03, 0.02, -0.01], [0.02, 0.01, 0.00], [0.01, -0.01, 0.00], [-0.01, -0.02, 0.00], [-0.01, 0.02, 0.00], [0.08, 0.00, -0.02], [-0.01, 0.02, 0.00], [0.00, 0.00, 0.00], [-0.01, 0.00, -0.02], [0.00, 0.00, 0.00], [0.00, 0.00, 0.00], [0.00, 0.01, 0.00], [0.01, 0.00, 0.00], [-0.01, -0.03, -0.05], [0.07, 0.10, 0.06], [-0.02, -0.03, -0.01], [-0.02, -0.01, -0.01], [-0.15, 0.06, -0.09], [0.00, -0.16, 0.06], [0.00, 0.02, 0.01], [0.02, 0.06, -0.06], [0.16, -0.08, 0.10], [-0.03, -0.01, 0.00], [-0.14, 0.13, -0.09], [-0.04, -0.02, -0.03], [0.01, 0.00, 0.01], [0.01, 0.01, 0.00], [0.03, 0.01, 0.00], [-0.04, 0.03, -0.08], [0.06, -0.04, 0.07], [-0.04, 0.01, -0.01], [0.05, -0.01, 0.03], [-0.06, 0.01, 0.09], [0.02, 0.02, -0.03], [0.02, -0.01, 0.01], [0.00, 0.00, 0.02], [0.01, -0.01, 0.00]], "mulliken_charge": [0.559, -0.369, -0.312, 0.573, -0.881, -0.262, -0.816, -0.131, 0.364, 0.419, 0.455, 0.367, 0.499, 0.449, 0.451, 0.464, -0.182, 0.468, -0.166, -0.149, 1.116, -0.760, -0.585, -0.428, 0.903, -0.529, -0.589, 0.696, -0.164, -0.171, -0.180, -0.542, 1.095, -0.841, -0.126, 0.688, -0.581, 0.342, 0.298, 0.557]}

Record 2
{"formula": "C9H10F5NTc", "method": "ωB97M-V/def2-TZVPD", "homo_ev": [-6.678, -9.498], "multiplicity": 4, "species": ["C", "C", "C", "C", "C", "Tc", "N", "C", "C", "H", "H", "H", "H", "H", "H", "H", "H", "H", "H", "F", "C", "F", "C", "F", "F", "F"], "positions_angstrom": [[2.4593, 0.4303, -0.3156], [1.7999, 1.5760, -0.8314], [0.9762, 1.1685, -1.9081], [1.1154, -0.2388, -2.0514], [2.0422, -0.6963, -1.0845], [0.2922, 0.0555, 0.0827], [0.3840, -1.1064, 1.3534], [-0.5569, 0.9527, 2.2609], [-0.3406, 1.9248, 1.2890], [0.3308, 1.8237, -2.5225], [1.9404, 2.6142, -0.4846], [0.6439, -0.8588, -2.8375], [2.4236, -1.7270, -0.9851], [3.2219, 0.4187, 0.4814], [0.5013, 2.6228, 1.4016], [0.1503, 0.7978, 3.0790], [0.4923, -1.7503, 2.1423], [-1.1834, 2.2761, 0.6761], [-1.5239, 0.4587, 2.3564], [-1.5804, -1.1572, -2.0731], [-1.5710, -0.8521, -0.7122], [-2.5744, 0.1705, -0.4919], [-2.1896, -1.9899, 0.0842], [-3.4122, -2.2338, -0.3831], [-1.4586, -3.1153, 0.1053], [-2.3826, -1.5645, 1.3685]], "atomic_forces_ev_per_a": [[1.28, -0.16, 0.59], [-0.01, 0.62, 0.08], [-0.57, 0.48, -0.49], [-0.23, -0.27, -0.76], [0.66, -0.71, 0.11], [-0.90, 4.08, -4.07], [0.78, -4.97, 4.46], [-0.07, 0.90, -0.88], [-0.55, 0.00, 0.91], [0.52, -0.58, 0.54], [-0.19, -0.83, -0.22], [0.26, 0.55, 0.86], [-0.41, 0.80, 0.01], [-0.62, 0.00, -0.59], [-0.36, -0.50, -0.17], [-0.12, -0.02, -0.49], [-0.19, 0.54, -0.65], [0.40, -0.22, 0.24], [0.32, 0.11, -0.15], [-0.48, 0.09, 1.22], [0.23, 1.31, 0.61], [0.97, -0.70, -0.79], [-0.29, 0.48, 0.47], [-0.29, -0.88, -0.23], [-0.44, 0.42, -0.12], [0.30, -0.56, -0.48]], "mulliken_charge": [-0.553, -0.380, -0.467, -0.210, -0.591, 0.286, -0.650, -0.284, -0.527, 0.373, 0.557, 0.403, 0.452, 0.409, 0.328, 0.251, 0.181, 0.226, 0.241, -0.280, 0.927, -0.375, 0.452, -0.271, -0.259, -0.236]}

Record 3
{"formula": "C9H10FN2O", "method": "ωB97M-V/def2-TZVPD", "homo_ev": [-11.648, -11.647], "charge": 1, "species": ["C", "C", "C", "C", "C", "C", "C", "C", "C", "N", "N", "O", "F", "H", "H", "H", "H", "H", "H", "H", "H", "H", "H"], "positions_angstrom": [[0.4815, 0.6540, -2.7307], [0.9775, -0.6036, -2.8543], [0.5306, 1.2871, -1.4961], [1.3379, -1.4223, -1.8852], [1.0828, 0.5874, -0.4038], [1.3850, -0.8403, -0.6173], [-1.8581, 0.1600, 1.3070], [1.5224, -0.6474, 1.6060], [1.0811, 0.6829, 0.9741], [-2.2190, -0.8043, 2.2428], [-2.5305, 1.2945, 1.1672], [1.6047, -1.4663, 0.5054], [0.8536, 1.7638, 1.6283], [0.1242, 1.0125, -3.7264], [1.1080, -1.1088, -3.7708], [0.0594, 2.2930, -1.3626], [1.5541, -2.4987, -2.0360], [2.4982, -0.6321, 2.1758], [0.7219, -1.0857, 2.2810], [-1.6400, -1.6283, 2.2977], [-3.1306, -0.6465, 2.6093], [-2.1236, 2.0839, 0.5133], [-3.4211, 1.5653, 1.5752]], "atomic_forces_ev_per_a": [[-0.50, 2.54, -0.20], [0.54, -1.65, -1.61], [-1.07, 1.52, -1.30], [1.12, -2.17, 3.35], [-0.08, -2.75, -0.02], [-0.59, 1.86, -0.06], [1.84, -1.19, 0.91], [-0.86, 1.22, 1.58], [0.06, -0.30, -0.32], [0.33, 3.34, -2.64], [0.68, 1.63, -1.49], [0.87, -2.19, -0.58], [0.06, -0.05, 0.42], [0.02, 0.66, 1.50], [-0.50, 0.20, -1.59], [0.75, -0.95, -0.11], [0.02, 0.95, 0.13], [-0.95, 0.28, -0.69], [0.92, 0.86, -0.61], [-0.82, 0.04, 0.11], [-0.62, -1.05, 1.10], [-1.19, -2.60, 1.84], [-0.02, -0.20, 0.25]], "mulliken_charge": [-0.657, -0.187, -0.413, -0.742, 0.569, 0.592, -0.059, -0.143, 0.397, -0.352, -0.300, -0.383, -0.277, 0.352, 0.397, 0.470, 0.411, 0.335, 0.138, 0.237, 0.199, 0.227, 0.190]}

Record 4
{"formula": "C9H10FNO2", "method": "ωB97M-V/def2-TZVPD", "homo_ev": -9.583, "species": ["C", "C", "C", "C", "C", "C", "C", "C", "C", "N", "O", "O", "F", "H", "H", "H", "H", "H", "H", "H", "H", "H", "H"], "positions_angstrom": [[2.3151, 0.8649, 1.5571], [2.4593, 0.8445, 0.3271], [-1.0508, 1.6314, 0.1393], [2.4041, 0.5413, -1.2085], [-1.6822, -1.1355, 0.7201], [-1.9507, -0.5421, -0.6764], [-0.1701, -1.2402, 0.9663], [-0.7097, 0.3544, -0.7841], [1.6597, -0.4403, -0.4400], [0.3244, -0.5656, -0.2474], [-0.2928, 2.0768, 1.0967], [-2.0787, 2.2296, -0.1011], [2.3230, -1.5847, -0.0830], [1.6529, 1.2139, -1.7306], [3.4300, 0.1572, -1.6195], [-2.2101, -0.4366, 1.3734], [-2.0601, -2.2290, 0.7582], [-1.9781, -1.3667, -1.3719], [-2.9263, 0.0999, -0.6419], [0.2371, -0.5153, 1.7308], [0.2610, -2.1621, 0.8888], [-0.4837, 0.6455, -1.8615], [0.5268, 1.5585, 1.2082]], "atomic_forces_ev_per_a": [[-0.01, -0.05, 1.00], [0.53, 0.35, -2.88], [-1.48, 0.51, -1.86], [0.27, 0.18, 1.02], [-1.20, -2.32, 0.35], [-0.91, 1.05, 1.02], [-0.45, 4.63, -1.00], [0.35, 0.19, -0.39], [-0.36, -1.57, 1.40], [0.29, 0.91, -1.95], [0.79, -0.38, 0.54], [0.38, -0.71, -0.22], [-0.34, 0.57, -0.60], [1.78, -0.54, 0.23], [-2.30, 1.05, 0.45], [0.27, -0.71, 0.69], [-0.05, 2.02, 0.34], [0.02, 0.25, -0.71], [1.87, -1.38, -0.45], [-0.46, -1.51, 0.37], [0.77, -2.58, 0.91], [-0.20, -0.04, 1.53], [0.46, 0.08, 0.20]], "mulliken_charge": [-0.904, 0.188, 0.563, -0.607, -0.487, -0.948, -0.731, -0.085, 0.963, -0.056, -0.493, -0.614, -0.326, 0.251, 0.314, 0.348, 0.294, 0.380, 0.322, 0.396, 0.506, 0.403, 0.324]}

Record 5
{"formula": "C9H10FO3P", "method": "ωB97M-V/def2-TZVPD", "homo_ev": 0.064, "charge": -2, "species": ["C", "C", "C", "C", "C", "C", "C", "C", "C", "O", "O", "O", "F", "P", "H", "H", "H", "H", "H", "H", "H", "H", "H", "H"], "positions_angstrom": [[3.2707, -0.1568, -0.4219], [2.5954, -1.3512, -0.5140], [2.7098, 0.9275, 0.2439], [1.4464, -1.5471, 0.1823], [1.3907, 0.7771, 0.7487], [0.7872, -0.4514, 0.8051], [-1.1018, 0.9261, -1.2384], [-0.5252, -0.4797, 1.4971], [-1.7010, -0.1396, -0.3474], [-4.1324, -0.7097, 1.1861], [-3.4155, 1.7338, 0.6069], [-4.0372, 0.1598, -1.2656], [-1.4540, -1.3626, -0.9156], [-3.5516, 0.3167, 0.1781], [4.3518, -0.0977, -0.6590], [3.0893, -2.0888, -1.1261], [3.3006, 1.9013, 0.2403], [0.7839, -2.4379, 0.1513], [1.0064, 1.8180, 1.1435], [-0.1114, 1.3754, -1.0148], [-1.2558, 0.5621, -2.3089], [-1.8597, 1.7228, -1.1906], [-0.7244, -1.5032, 1.7458], [-0.8624, 0.1051, 2.2732]], "atomic_forces_ev_per_a": [[1.76, 1.30, 0.61], [0.83, -0.54, -0.23], [-0.40, 0.24, -0.51], [-2.82, -0.21, 0.16], [2.75, 4.43, 0.21], [-1.52, 0.77, 2.01], [-1.16, 0.44, -1.00], [0.87, -2.42, -4.63], [0.47, -0.18, 2.16], [1.15, 1.19, -0.97], [0.43, 1.26, 0.90], [-0.07, -0.10, 0.14], [-0.12, -0.23, 0.11], [-0.93, -2.65, -0.58], [-0.78, -0.07, -0.47], [-0.21, -0.65, 0.11], [-1.09, -1.24, 0.29], [1.00, 0.27, -0.16], [-0.03, -2.63, -0.46], [-0.38, -0.73, -0.22], [0.82, 0.23, 1.26], [0.41, 0.10, 0.23], [-0.82, -0.67, -0.18], [-0.18, 2.09, 1.21]], "mulliken_charge": [-0.432, -0.504, -0.438, -0.374, -0.442, 1.283, -1.050, -1.674, 0.725, -0.830, -0.753, -0.789, -0.303, 0.662, 0.268, 0.350, 0.235, 0.238, 0.158, 0.229, 0.252, 0.336, 0.369, 0.484]}